[1]
2
Properties=species:S:1:pos:R:3 method="wB97M-V/def2-TZVPD" charge=+1 e_tot_ha=-660.0168 orbital_gap_ev=7.581 mol_weight_g_mol=59.758 lumo_energy_ev=-8.269 de_lowest_kcal_mol=2.9 largest_force_ev_per_a=1.7
Mg -16.28 -11.96 -5.41
Cl -15.58 -12.61 -7.45

---

[2]
3
Properties=species:S:1:pos:R:3 method="wB97M-V/def2-TZVPD" charge=+3 e_tot_ha=-859.1353 orbital_gap_ev=9.556 mol_weight_g_mol=84.063 lumo_energy_ev=-16.476 de_lowest_kcal_mol=2.6 largest_force_ev_per_a=0.9
Mg 12.09 6.44 1.77
Mg 10.20 3.61 4.80
Cl 11.52 4.39 3.10

---

[3]
8
Properties=species:S:1:pos:R:3 method="wB97M-V/def2-TZVPD" charge=0 e_tot_ha=-1289.0250 orbital_gap_ev="7.681 / 8.108" mol_weight_g_mol=161.522 lumo_energy_ev="-1.178 / -2.558" s2=2.01 spin_multiplicity=3 largest_force_ev_per_a=7.5
N -1.96 0.47 -0.48
O -1.61 -0.26 0.29
O -2.08 0.68 -1.63
O 3.16 0.93 0.83
O 0.83 1.47 0.36
O -0.79 -1.83 -0.19
S 2.00 0.74 0.01
Cl 0.44 -2.21 0.81

---

[4]
8
Properties=species:S:1:pos:R:3 method="wB97M-V/def2-TZVPD" charge=+5 e_tot_ha=-1336.8705 orbital_gap_ev=7.755 mol_weight_g_mol=721.049 lumo_energy_ev=-19.545 de_lowest_kcal_mol=0.0 largest_force_ev_per_a=4.9
Pb -1.34 -3.82 -0.57
Pb -1.65 3.28 1.53
Pb 3.63 0.20 1.39
Cl -0.08 0.08 -0.43
O -1.05 0.83 0.44
O 1.26 -0.30 0.06
O -0.85 -1.12 -0.82
O 0.06 0.84 -1.60

---

[5]
2
Properties=species:S:1:pos:R:3 method="wB97M-V/def2-TZVPD" charge=+1 e_tot_ha=-652.7492 orbital_gap_ev=7.996 mol_weight_g_mol=242.653 lumo_energy_ev=-7.533 de_lowest_kcal_mol=17.1 largest_force_ev_per_a=3.2
Pb 5.62 -25.60 -8.84
Cl 7.54 -25.25 -10.74

---

[6]
43
Properties=species:S:1:pos:R:3 method="wB97M-V/def2-TZVPD" charge=0 e_tot_ha=-6197.6087 orbital_gap_ev="6.264 / 5.985" mol_weight_g_mol=546.889 lumo_energy_ev="-1.223 / -1.511" s2=24.78 spin_multiplicity=10 de_lowest_kcal_mol=0.0 largest_force_ev_per_a=7.8
Co -1.37 1.04 -2.50
Co -0.74 -2.09 -0.52
Co 2.10 0.08 -1.61
P -0.11 0.45 -0.30
O -1.42 -0.16 -0.90
O 0.81 -0.76 -0.33
O -0.14 1.17 1.01
O 0.41 1.11 -1.49
P -0.05 -1.69 -3.44
O -1.14 -0.59 -3.67
O 1.34 -1.14 -2.93
O 0.37 -2.58 -4.59
O -0.43 -2.73 -2.31
O 3.17 -2.13 0.70
H 2.36 -1.67 0.92
H 3.44 -1.75 -0.13
O 0.26 -3.80 0.32
H 1.20 -3.65 0.25
H 0.17 -4.75 0.38
O -3.28 0.86 -2.96
H -3.90 0.22 -2.61
H -3.52 0.94 -3.89
O -1.25 -1.75 1.56
H -1.21 -2.04 2.47
H -1.94 -1.09 1.55
O -2.23 2.20 2.44
H -1.96 3.09 2.66
H -1.49 1.82 1.97
O -3.35 0.26 0.89
H -2.68 0.29 0.21
H -3.15 1.01 1.46
O 0.86 -0.53 2.85
H 0.57 -0.01 2.11
H 1.46 0.04 3.33
O 1.39 3.61 -0.50
H 1.33 2.78 -0.98
H 0.96 3.44 0.33
O 3.07 1.04 -0.07
H 3.93 1.08 -0.49
H 3.20 1.44 0.79
O 1.03 2.69 2.63
H 0.70 2.06 1.99
H 1.25 2.17 3.40

---

[7]
10
Properties=species:S:1:pos:R:3 method="wB97M-V/def2-TZVPD" charge=+2 e_tot_ha=-2559.8806 orbital_gap_ev="6.586 / 6.560" mol_weight_g_mol=794.521 lumo_energy_ev="-10.592 / -10.606" s2=3.76 spin_multiplicity=4 largest_force_ev_per_a=3.6
Pb -2.49 -1.11 1.17
Pb 2.31 1.09 -0.89
Pb -1.79 0.50 -2.56
Co 0.60 0.04 1.68
F 1.46 -0.76 -2.22
F -0.31 0.18 -0.14
F 2.24 -0.89 0.69
F 1.50 1.89 1.24
F -2.14 -1.75 -1.41
F -1.38 0.81 2.44

---

[8]
2
Properties=species:S:1:pos:R:3 method="wB97M-V/def2-TZVPD" charge=0 e_tot_ha=-120.0033 orbital_gap_ev=8.733 mol_weight_g_mol=151.903 lumo_energy_ev=-0.332 de_lowest_kcal_mol=1.1 largest_force_ev_per_a=1.2
Cs -26.05 17.21 -10.49
F -24.93 16.66 -8.58

---

[9]
39
Properties=species:S:1:pos:R:3 method="wB97M-V/def2-TZVPD" charge=-2 e_tot_ha=-1503.5986 orbital_gap_ev=6.217 mol_weight_g_mol=426.040 lumo_energy_ev=3.252 largest_force_ev_per_a=1.4
Cs -3.17 0.23 -1.25
P 0.21 -0.22 -0.31
O -0.98 0.15 0.64
O 0.06 -1.68 -0.82
O 1.47 -0.02 0.57
O 0.16 0.70 -1.55
O -2.99 -0.17 2.13
H -2.11 -0.13 1.68
H -3.37 0.70 1.97
O 0.24 -4.57 -1.10
H 0.16 -3.61 -0.91
H 0.65 -4.60 -1.97
O -0.53 3.08 -0.62
H -0.65 2.82 0.30
H -0.22 2.27 -1.07
O -0.65 1.67 -3.85
H 0.16 2.13 -4.09
H -0.42 1.25 -2.98
O -1.89 -2.79 0.70
H -1.16 -2.35 0.19
H -2.20 -2.12 1.32
O -1.10 2.38 2.08
H -1.03 1.47 1.69
H -1.13 2.23 3.03
O -1.14 -1.78 -3.03
H -0.54 -1.72 -2.22
H -1.76 -2.47 -2.81
O 1.93 2.06 2.22
H 1.75 1.26 1.68
H 1.20 2.65 2.00
O 0.12 -0.95 3.03
H 0.99 -0.69 2.72
H -0.44 -0.69 2.27
O 4.05 -0.87 0.13
H 4.54 -0.53 0.87
H 3.15 -0.48 0.24
O 2.50 2.08 -0.98
H 1.70 1.98 -1.52
H 2.43 1.34 -0.37

---

[10]
4
Properties=species:S:1:pos:R:3 method="wB97M-V/def2-TZVPD" charge=+1 e_tot_ha=-96.3641 orbital_gap_ev=12.045 mol_weight_g_mol=150.920 lumo_energy_ev=-4.164 de_lowest_kcal_mol=11.1 largest_force_ev_per_a=2.8
Cs -2.11 -1.10 -0.33
O 0.56 0.72 0.05
H 1.18 0.22 -0.49
H 0.37 0.16 0.76

---

[11]
52
Properties=species:S:1:pos:R:3 method="wB97M-V/def2-TZVPD" charge=+1 e_tot_ha=-1319.5226 orbital_gap_ev=10.942 mol_weight_g_mol=439.160 lumo_energy_ev=-2.383 de_lowest_kcal_mol=0.0 largest_force_ev_per_a=2.9
Cs 0.19 -0.05 0.49
O -0.04 2.64 2.97
H -0.29 1.87 3.52
H 0.82 2.98 3.25
O 0.18 0.54 -2.67
H 0.90 1.02 -3.12
H 0.32 -0.41 -2.81
O -2.59 -0.48 1.44
H -3.36 -1.05 1.53
H -3.04 0.30 1.19
O 4.49 0.35 2.78
H 5.03 0.07 3.55
H 4.05 1.18 3.02
O -0.78 -0.09 3.36
H -1.05 -0.37 4.20
H -1.59 -0.12 2.77
O 2.64 3.84 -0.14
H 2.86 4.77 -0.40
H 2.72 3.35 -0.98
O 2.92 3.11 2.52
H 2.66 2.94 1.61
H 3.57 3.85 2.35
O -4.14 -2.81 -2.24
H -4.62 -2.93 -3.02
H -3.85 -3.68 -1.91
O -1.92 -1.88 -1.51
H -1.84 -0.92 -1.39
H -2.83 -1.99 -1.87
O -4.58 -2.31 0.51
H -5.24 -3.00 0.36
H -4.74 -1.80 -0.28
O -3.10 -4.71 -0.38
H -2.51 -5.28 0.12
H -3.11 -3.81 0.03
O -2.47 1.11 -1.26
H -1.91 1.89 -1.23
H -2.70 1.11 -2.20
O 3.22 -2.10 -0.51
H 2.53 -2.27 -1.18
H 3.85 -2.85 -0.43
O -0.38 3.08 0.05
H -0.50 3.32 1.03
H 0.43 3.51 -0.24
O 0.77 -3.03 -1.47
H -0.17 -2.73 -1.49
H 0.71 -3.86 -0.96
O 2.27 2.36 -3.02
H 3.07 1.82 -2.85
H 2.35 2.81 -3.84
O 3.42 0.52 0.11
H 3.87 0.47 0.95
H 3.52 -0.31 -0.28

---

[12]
7
Properties=species:S:1:pos:R:3 method="wB97M-V/def2-TZVPD" charge=+1 e_tot_ha=-172.8129 orbital_gap_ev=11.792 mol_weight_g_mol=168.935 lumo_energy_ev=-3.928 de_lowest_kcal_mol=14.7 largest_force_ev_per_a=0.7
Cs 1.16 0.47 -0.14
O -0.60 0.15 -2.98
H -0.96 1.05 -3.09
H -0.87 -0.15 -2.11
O 0.70 -0.48 2.49
H 0.14 0.24 2.85
H 0.44 -1.28 2.97